Formula: C34H39N8S4SiTi
Source: the Open Molecules 2025 dataset
Level of theory: ωB97M-V/def2-TZVPD

```
! wB97M-V def2-TZVPD RIJCOSX def2/J DEFGRID3
* xyz 1 1
Ti -0.750 -0.425 0.476
N 2.198 2.546 1.956
C 1.632 1.596 1.214
N 0.354 1.374 1.170
C -0.500 2.209 1.903
N -1.773 2.078 1.774
N -2.063 1.054 0.891
C -3.344 0.867 0.564
C -3.600 -0.208 -0.309
C -4.896 -0.550 -0.750
C -5.059 -1.594 -1.616
C -3.924 -2.304 -2.051
C -2.691 -1.935 -1.581
N -2.502 -0.915 -0.720
C 0.066 3.158 2.859
C -0.702 3.907 3.750
C -0.089 4.801 4.604
C 1.297 4.962 4.580
C 2.075 4.229 3.706
C 1.448 3.329 2.852
H 3.199 2.653 1.923
H 2.286 0.985 0.602
H -4.118 1.522 0.941
H -5.739 0.030 -0.398
H -6.044 -1.867 -1.968
H -4.007 -3.128 -2.745
H -1.789 -2.453 -1.884
H -1.775 3.778 3.747
H -0.684 5.385 5.293
H 1.768 5.667 5.251
H 3.150 4.349 3.685
C -1.329 4.432 -3.708
C -2.399 3.414 -3.319
S -1.883 1.909 -2.475
C -0.809 1.111 -3.681
C 0.649 1.594 -3.795
S 1.426 1.985 -2.209
C 2.253 3.555 -2.533
C 1.411 4.692 -3.121
S -0.215 4.971 -2.377
H -1.836 5.314 -4.101
H -0.721 4.036 -4.521
H -2.952 3.147 -4.224
H -3.120 3.870 -2.637
H -1.273 1.167 -4.669
H -0.818 0.056 -3.398
H 0.701 2.481 -4.423
H 1.225 0.816 -4.297
H 3.125 3.409 -3.175
H 2.632 3.849 -1.552
H 1.271 4.545 -4.192
H 1.982 5.617 -3.025
C 5.424 -3.460 -0.721
Si 3.601 -3.768 -1.010
C 3.161 -3.212 -2.731
C 3.196 -5.578 -0.778
C 2.687 -2.845 0.388
C 3.161 -3.057 1.679
C 2.585 -2.458 2.800
C 1.503 -1.636 2.597
N 1.026 -1.404 1.371
C 1.582 -1.981 0.291
S 0.737 -1.523 -1.188
H 6.015 -4.023 -1.447
H 5.759 -3.765 0.272
H 5.663 -2.402 -0.848
H 3.827 -3.730 -3.427
H 3.295 -2.139 -2.868
H 2.133 -3.456 -2.999
H 3.788 -6.198 -1.453
H 2.142 -5.770 -0.990
H 3.399 -5.912 0.241
H 4.012 -3.712 1.833
H 2.968 -2.634 3.795
H 0.991 -1.143 3.416
N -5.104 -5.101 4.332
C -4.380 -4.375 3.817
C -3.469 -3.465 3.172
C -2.661 -3.912 2.129
C -1.808 -3.002 1.543
N -1.752 -1.717 1.914
C -2.528 -1.295 2.914
C -3.394 -2.141 3.585
H -2.690 -4.935 1.787
H -1.146 -3.306 0.737
H -2.460 -0.245 3.172
H -4.005 -1.767 4.393
*
```

Molar mass, g mol⁻¹: 763.963
Kohn-Sham gap (spin up / spin down), eV: 5.35 / 5.27
E_tot, a.u.: -4488.701221
Relative energy (zero: lowest compared OMol25 entry of this formula, charge and spin), kcal per mole: 10.9

Results of the Mulliken charge analysis, in e, for atoms 1 through 6: atom 1 (Ti): -0.37, atom 2 (N): 0.10, atom 3 (C): -1.02, atom 4 (N): 0.53, atom 5 (C): 0.17, atom 6 (N): -1.57